{
  "formula": "C4H8O2",
  "method": "ωB97M-V with the def2-TZVPD basis set",
  "symbols": ["O", "O", "C", "C", "C", "C", "H", "H", "H", "H", "H", "H", "H", "H"],
  "coordinates": [[0.81303, -1.76219, -0.52565], [-0.95241, -0.23982, -0.90806], [1.49994, -0.51793, -0.72532], [0.15270, -0.57481, -0.14596], [-1.22606, 0.01109, 1.83378], [-0.07009, -0.37881, 1.31052], [2.37784, -0.36823, -0.09699], [-0.42560, 2.15444, -1.55709], [1.60858, -0.20972, -1.76539], [-1.34340, 0.13824, 2.90594], [-2.08723, 0.21193, 1.20400], [-0.88236, -0.73745, -1.73453], [0.79613, -0.58649, 1.93525], [-0.26107, 2.85975, -1.73050]],
  "lumo_ev": 0.97,
  "de_lowest_kj_mol": 321.61,
  "gap_ev": 10.805,
  "homo_energy_ev": -9.8328
}



{
  "formula": "C25H50F3NO8PS3",
  "method": "ωB97M-V with the def2-TZVPD basis set",
  "symbols": ["S", "S", "S", "P", "F", "F", "F", "O", "O", "O", "O", "O", "O", "O", "O", "N", "C", "C", "C", "C", "C", "C", "C", "C", "C", "C", "C", "C", "C", "C", "C", "C", "C", "C", "C", "C", "C", "C", "C", "C", "C", "H", "H", "H", "H", "H", "H", "H", "H", "H", "H", "H", "H", "H", "H", "H", "H", "H", "H", "H", "H", "H", "H", "H", "H", "H", "H", "H", "H", "H", "H", "H", "H", "H", "H", "H", "H", "H", "H", "H", "H", "H", "H", "H", "H", "H", "H", "H", "H", "H", "H"],
  "coordinates": [[-1.99952, 6.13412, 4.34353], [8.73070, -2.13381, -2.53944], [-2.25067, -4.11174, -1.62515], [-3.68666, 0.47253, -1.71617], [3.23487, -0.95483, -2.77950], [3.30776, -2.83396, -1.70929], [2.60444, -2.79948, -3.74769], [9.46461, -0.90271, -2.40779], [-1.85832, 5.40061, 5.57446], [9.31411, -3.38727, -2.13774], [-0.80705, -4.08620, -1.52803], [-3.02407, -3.30917, -0.68910], [-2.33072, 5.42860, 3.12448], [-5.08295, -0.12515, -1.06662], [0.26349, -0.66427, 3.58032], [-2.87709, -0.79454, 0.68582], [8.10919, -2.29743, -4.21097], [0.51909, -1.28563, 2.33674], [1.09061, -1.68863, -0.57989], [7.12177, -1.96911, -1.75003], [-1.09895, 8.46748, 3.55877], [-0.59300, 1.62234, 3.85726], [-2.30272, 8.78102, 4.45822], [-2.85614, -5.78966, -1.60333], [-2.77050, -3.71858, -3.29958], [-3.14545, 7.50278, 4.55792], [-1.04878, 2.43378, 2.62261], [-3.94614, -5.80231, -2.67169], [-0.54459, 7.13501, 4.05297], [6.68076, -2.80041, -4.03319], [-2.36004, 0.05686, -0.43125], [1.17970, -1.82934, -2.10168], [6.08356, -1.98476, -2.87737], [-3.38269, -5.00972, -3.85990], [-1.84522, -0.95865, 1.78306], [0.62281, 0.71817, 3.64042], [-0.35421, -1.50872, -0.09008], [-1.19222, -0.68045, -1.08898], [-3.86924, 2.25115, -1.39465], [2.58393, -2.12131, -2.59248], [-0.42755, -0.76169, 1.25826], [-2.93672, 2.77156, -1.61957], [-1.61439, -1.31048, -1.87207], [8.75479, -2.97669, -4.76205], [-4.20975, -6.81980, -2.95142], [-0.03114, 7.24257, 5.00784], [1.15846, 1.00538, 2.72774], [1.33338, 0.84371, 4.46080], [5.12894, -2.36196, -2.55028], [-2.02005, -6.43529, -1.87023], [-4.84579, -5.31460, -2.29105], [-0.17853, 0.28242, 1.04311], [-1.42699, 1.02515, 4.22854], [7.00257, -2.81530, -1.07563], [6.69110, -3.86091, -3.77202], [-0.34450, 9.25058, 3.60290], [-1.92816, -1.99787, 2.11171], [1.56853, -1.14413, 2.06256], [-0.30042, 2.44553, 1.82668], [-1.95204, 9.06975, 5.45022], [-2.10029, -0.34394, 2.64184], [5.89807, -0.96282, -3.21683], [-1.90115, -3.38397, -3.86113], [-1.26615, 3.46467, 2.89729], [-4.13442, 2.46667, -0.35319], [-0.34727, 2.33723, 4.64472], [-1.99292, 2.03933, 2.22822], [0.91321, -0.89144, -2.58854], [-0.80086, -2.47995, 0.09507], [-3.16162, -1.71078, 0.31296], [-4.15112, -4.78480, -4.59620], [-2.61085, -5.59665, -4.35964], [-2.03864, 0.99165, 0.03278], [-3.88347, 7.43628, 3.76112], [-5.40453, 0.39984, -0.32170], [7.11272, -1.04313, -1.18090], [-0.55763, 0.09764, -1.51673], [-2.89436, 9.60657, 4.06746], [0.34538, -2.35635, 2.47921], [6.10398, -2.68640, -4.95007], [1.49061, -2.58886, -0.11120], [-3.63261, 7.39118, 5.52295], [1.70712, -0.84586, -0.24864], [0.09821, 6.62847, 3.33684], [-3.20925, -6.02856, -0.60265], [0.46011, -2.58355, -2.44602], [-4.65380, 2.64001, -2.04349], [8.13178, -1.30695, -4.66430], [-3.70106, -0.35966, 1.09241], [-1.42468, 8.37248, 2.52086], [-3.50076, -2.91291, -3.23358]],
  "lumo_ev": -2.58,
  "charge": 1,
  "gap_ev": 8.846,
  "homo_energy_ev": -11.4287
}



{
  "formula": "C31H30F3N3O8ReS",
  "method": "ωB97M-V with the def2-TZVPD basis set",
  "symbols": ["Re", "S", "F", "F", "F", "O", "O", "O", "O", "O", "O", "O", "O", "N", "N", "N", "C", "C", "C", "C", "C", "C", "C", "C", "C", "C", "C", "C", "C", "C", "C", "C", "C", "C", "C", "C", "C", "C", "C", "C", "C", "C", "C", "C", "C", "C", "C", "H", "H", "H", "H", "H", "H", "H", "H", "H", "H", "H", "H", "H", "H", "H", "H", "H", "H", "H", "H", "H", "H", "H", "H", "H", "H", "H", "H", "H", "H"],
  "coordinates": [[-1.37076, -0.16897, 0.56762], [-2.93073, -3.01849, 0.88923], [-4.02565, -1.18189, -0.71759], [-5.37993, -2.68002, 0.06819], [-3.97481, -3.18246, -1.51061], [-1.67567, -2.19129, 0.50452], [-1.36009, 1.70854, 0.17573], [-2.71342, -4.39520, 0.58971], [-3.42972, -2.63258, 2.16512], [-1.24306, 2.03256, 3.18422], [-2.49435, 3.38802, -0.71595], [-5.05693, 0.94205, 1.39360], [-2.99029, 0.13360, 1.61096], [1.93317, -0.84520, -2.10526], [-0.02771, -0.33666, -0.94336], [1.96083, -0.80326, 0.18684], [5.08161, -2.00034, -3.59908], [-2.04342, -0.95221, -3.99504], [3.95704, -1.22614, -3.34437], [3.09784, -1.63877, -2.32249], [-2.56796, 2.04712, 3.72423], [-2.15737, 2.79697, 0.27158], [2.06669, -1.29104, 3.80007], [-4.15698, -2.47069, -0.39580], [0.72381, -1.17840, 4.14859], [0.49287, 2.15775, -2.39660], [3.34737, -2.79842, -1.59802], [3.65687, 0.01511, -4.13973], [-3.45551, 2.32207, 2.49546], [1.26584, -0.67240, -0.93683], [-1.86485, 0.24040, -4.68352], [-0.20618, -0.85226, 3.18451], [-1.28489, 3.33628, 2.60469], [5.36043, -3.14200, -2.86179], [-0.40859, 1.07627, -2.92958], [0.15795, -0.64655, 1.84439], [-2.50427, 3.26498, 1.66301], [1.49490, -0.84108, 1.52669], [-0.61563, -0.12451, -2.25025], [-1.05817, 1.23483, -4.15280], [2.47613, -1.13205, 2.49075], [-3.92580, 1.08717, 1.76374], [-2.55178, 3.29212, 4.61798], [-1.62717, 4.23188, 3.80063], [4.48800, -3.54191, -1.86212], [-1.41636, -1.13198, -2.77390], [3.92767, -1.29293, 2.11064], [-0.72495, 4.48169, 4.35559], [0.41328, -1.33169, 5.17399], [-2.11089, 5.16063, 3.49837], [-2.11781, 3.05616, 5.58772], [2.93887, -1.00885, 0.05557], [4.47482, 0.24356, -4.82031], [2.64094, -3.14366, -0.85354], [2.80848, -1.52115, 4.55612], [0.48487, 2.18781, -1.30937], [4.53354, -1.45271, 3.00033], [1.52486, 2.00600, -2.72838], [4.32533, -0.40691, 1.60600], [-2.77514, 1.10774, 4.22998], [3.50256, 0.87609, -3.48678], [-1.24906, -0.75504, 3.45804], [-0.34055, 3.55179, 2.11109], [-3.55020, 3.69817, 4.77964], [-1.55245, -2.04450, -2.20613], [1.40051, -0.59473, -2.92674], [-4.36956, 2.84148, 2.77535], [-0.93495, 2.16927, -4.68785], [4.09511, -2.15267, 1.45352], [-2.67582, -1.73283, -4.39632], [2.75263, -0.09732, -4.74604], [-2.95094, 4.24600, 1.52137], [4.67800, -4.44395, -1.29594], [-2.36533, 0.40233, -5.62935], [6.24878, -3.72089, -3.07518], [5.75651, -1.69112, -4.38830], [0.16759, 3.13130, -2.76044]],
  "lumo_ev": [-1.26, -0.93],
  "de_lowest_kj_mol": 77.22,
  "spin_multiplicity": 2,
  "gap_ev": [6.635, 6.809],
  "s_squared": 0.759,
  "homo_energy_ev": [-7.8983, -7.7374]
}



{
  "formula": "C22H32N2O4",
  "method": "ωB97M-V with the def2-TZVPD basis set",
  "symbols": ["O", "O", "O", "O", "N", "N", "C", "C", "C", "C", "C", "C", "C", "C", "C", "C", "C", "C", "C", "C", "C", "C", "C", "C", "C", "C", "C", "C", "H", "H", "H", "H", "H", "H", "H", "H", "H", "H", "H", "H", "H", "H", "H", "H", "H", "H", "H", "H", "H", "H", "H", "H", "H", "H", "H", "H", "H", "H", "H", "H"],
  "coordinates": [[1.11504, 0.84568, -0.92203], [1.27246, -0.78036, 5.22430], [0.52473, -1.89310, -5.66287], [0.04513, 2.09097, -7.87824], [0.65868, -0.17887, -4.21919], [-0.93069, -0.35313, 4.96992], [0.41280, -1.05360, -3.09020], [0.73820, -0.71141, -5.46090], [0.51920, -0.09764, 3.07721], [-3.37966, 0.80291, 6.40785], [-0.27478, 0.82860, 2.40421], [1.65993, -1.15500, -2.21246], [0.98709, 1.16587, -3.80876], [0.98851, 0.47560, 0.37826], [-1.99013, 0.55333, 6.98967], [2.09656, 0.24217, -1.75068], [0.40006, 1.72450, -9.18950], [-1.30285, -0.65037, 6.33578], [1.55873, -0.70784, 2.38602], [-2.19985, -1.89123, 6.41102], [1.79210, -0.44081, 1.05046], [-0.21419, 1.00801, -7.01849], [-3.58762, -1.62820, 5.83134], [0.34120, -0.44004, 4.51820], [2.26637, 1.15859, -2.96641], [-0.04103, 1.11236, 1.07692], [1.04963, 0.22919, -6.61198], [-4.24671, -0.44584, 6.53503], [-0.34349, 1.04642, -9.62449], [-1.67225, -0.14218, 4.32390], [-3.30022, 1.08686, 5.35566], [-1.06038, 1.36155, 2.92064], [-0.35692, -0.85515, 6.84966], [-4.20495, -2.52114, 5.94900], [1.44133, -1.78724, -1.35120], [-3.51336, -1.42292, 4.76054], [3.10409, 0.79736, -3.56466], [1.37832, -0.39410, -7.44482], [2.47290, -1.60908, -2.78074], [1.84871, 0.92807, -6.36444], [-0.68203, 1.45511, -6.13719], [2.60518, -0.94536, 0.55285], [0.13735, -2.03394, -3.48097], [-1.71870, -2.71349, 5.87795], [-1.36361, 1.43808, 6.86078], [-0.93198, 0.31376, -7.47829], [0.16622, 1.54491, -3.19000], [-2.07985, 0.35809, 8.05981], [1.38377, 1.24453, -9.22847], [3.05301, 0.18336, -1.21158], [-4.37997, -0.68509, 7.59241], [2.48496, 2.17147, -2.62765], [-2.29773, -2.18137, 7.45872], [-5.23406, -0.25980, 6.10704], [-0.64187, 1.83723, 0.54981], [0.43031, 2.64690, -9.76640], [-3.84905, 1.63617, 6.93485], [-0.41756, -0.64708, -2.50332], [1.10458, 1.82559, -4.66479], [2.18740, -1.40573, 2.91802]],
  "lumo_ev": 0.64,
  "de_lowest_kj_mol": 158.41,
  "gap_ev": 9.389,
  "homo_energy_ev": -8.7439
}



{
  "formula": "C3H8N3",
  "method": "ωB97M-V with the def2-TZVPD basis set",
  "symbols": ["N", "N", "N", "C", "C", "C", "H", "H", "H", "H", "H", "H", "H", "H"],
  "coordinates": [[0.89090, -1.31497, 0.24295], [-2.19786, -0.30908, -0.03714], [0.69024, 0.83938, 0.71537], [0.48031, -0.38241, 1.12880], [1.27257, 0.78882, -0.59103], [1.36229, -0.68448, -0.78028], [0.64130, 1.26805, -1.34785], [0.04040, -0.64748, 2.07604], [-2.91960, 0.26022, 0.39022], [-2.40211, -0.34860, -1.02958], [1.76459, -1.19339, -1.63965], [-2.31661, -1.25148, 0.32144], [0.44069, 1.69653, 1.19263], [2.25287, 1.27889, -0.64193]],
  "lumo_ev": [-3.10, -9.53],
  "charge": 1,
  "de_lowest_kj_mol": 43.79,
  "spin_multiplicity": 3,
  "gap_ev": [8.631, 5.062],
  "s_squared": 2.015,
  "homo_energy_ev": [-11.7308, -14.5970]
}



{
  "formula": "C6H9N4",
  "method": "ωB97M-V with the def2-TZVPD basis set",
  "symbols": ["N", "N", "N", "N", "C", "C", "C", "C", "C", "C", "H", "H", "H", "H", "H", "H", "H", "H", "H"],
  "coordinates": [[2.24624, -0.17026, 1.91871], [-2.25837, 0.99179, -1.09725], [-0.04378, 0.26968, 0.59941], [0.72970, -0.89724, -1.18072], [1.21445, 0.40490, 2.50271], [-0.49024, -0.37404, -1.89819], [0.01225, 0.59717, 1.95120], [0.89228, -0.49033, 0.06579], [-1.61293, -0.07912, -0.89310], [2.05487, -0.71966, 0.82323], [2.98978, -1.18183, 0.35584], [-2.95952, 1.21686, -0.33679], [1.48596, 0.86799, 3.42484], [-1.86232, 1.64740, -1.75151], [-1.91599, -0.73363, -0.09442], [-0.87480, 0.94313, 2.51538], [1.28928, -1.62534, -1.70074], [-0.14302, 0.48246, -2.55384], [-0.75384, -1.14994, -2.65054]],
  "lumo_ev": -3.77,
  "charge": 1,
  "de_lowest_kj_mol": 243.02,
  "gap_ev": 8.751,
  "homo_energy_ev": -12.5253
}



Number 1: E -8369.9485 eV, M 88.11 Da. Number 2: E -94547.3536 eV, M 676.84 Da. Number 3: E -74603.5613 eV, M 847.86 Da. Number 4: E -34504.6666 eV, M 388.51 Da. Number 5: E -7699.6068 eV, M 86.12 Da. Number 6: E -12320.1152 eV, M 137.17 Da.